[1]
Here is an isolated molecule of C4H8N2O from the Open Molecules 2025 dataset. Energies are from ωB97M-V/def2-TZVPD.

Values from the calculation:
net charge = 0
SMILES = NN=C=CCCO

Geometry as XYZ:
```
15
C4H8N2O ωB97M-V/def2-TZVPD
H 0.6145 -1.2804 0.8154
H -2.1453 1.2439 1.7410
H -1.8000 -0.6833 3.1036
C -1.5963 0.3330 1.4559
N 2.0195 0.0752 -2.6943
C 0.5835 -0.6827 -1.1807
H 0.2671 1.3296 1.1402
O -1.0660 -0.3275 2.5913
H -0.7646 1.2780 -0.2925
N 0.8520 -0.6465 -2.3847
C 0.3073 -0.5356 0.0881
H -2.2800 -0.3220 0.8944
C -0.4218 0.6949 0.5685
H 2.7488 -0.1458 -2.0184
H 2.3310 -0.2074 -3.6139
```



[2]
Here is an isolated molecule of C4H8N2O from the Open Molecules 2025 dataset. Energies are from ωB97M-V/def2-TZVPD.

Values from the calculation:
net charge = 0
multiplicity = 3
⟨S²⟩ = 2.01

Geometry as XYZ:
```
15
C4H8N2O ωB97M-V/def2-TZVPD
H -1.4684 -0.6820 -0.8853
H 2.0095 -0.5827 -0.0330
H -1.3443 -1.9834 0.2878
C 0.2698 0.1325 1.7080
H -2.0396 -0.4862 0.5713
N 1.1033 0.7899 -1.5488
H -0.5907 1.7815 -0.4545
C 0.2625 1.6296 -1.1945
C -1.1945 -0.9958 0.0928
H 0.3696 2.4088 -1.9845
O -0.7463 0.4291 2.3250
N 0.0815 -0.5777 0.5300
H 1.2550 0.2295 2.0838
C 1.1076 -0.6225 -0.4579
H 0.9250 -1.4707 -1.0402
```



[3]
Here is a cluster of 2 separate species, C4H8N2O in total from the Open Molecules 2025 dataset. Energies are from ωB97M-V/def2-TZVPD.

Values from the calculation:
net charge = +1
multiplicity = 2
⟨S²⟩ = 0.76

Geometry as XYZ:
```
15
C4H8N2O ωB97M-V/def2-TZVPD
H 2.4441 0.1680 0.3092
H 1.4854 -1.7198 -3.2499
C 1.4174 -1.1524 -2.3244
H -0.6723 -0.6207 -2.3826
H -0.1009 1.3860 0.7869
C -0.5575 0.8315 -0.0292
H -1.2907 0.1037 0.3169
N 2.3619 -0.9436 -1.4564
H -1.8840 0.8001 4.5213
O -1.8921 0.3113 3.6912
C 0.4712 0.1456 -0.8363
N 0.2455 -0.4911 -1.9831
C 1.8475 -0.1547 -0.5224
H -2.7083 -0.2065 3.7492
H -1.1673 1.5424 -0.5905
```



[4]
Here is a cluster of 2 separate species, C4H8N2O in total from the Open Molecules 2025 dataset. Energies are from ωB97M-V/def2-TZVPD.

Values from the calculation:
net charge = +1
multiplicity = 2
⟨S²⟩ = 0.76

Geometry as XYZ:
```
15
C4H8N2O ωB97M-V/def2-TZVPD
O -2.4172 -1.1648 1.9961
C 0.6119 0.2691 -0.1664
H 1.0799 0.2457 -3.3653
C 1.1965 0.2664 -2.2894
H -1.1441 0.7492 0.9357
H -2.6732 -1.7528 1.2849
N 0.2532 0.7288 -1.4274
H 2.3102 -1.1883 0.2568
H -3.2417 -0.7469 2.1767
H 0.4309 1.5522 1.4787
C 1.7676 -0.5378 -0.4130
C -0.0619 0.6734 1.0625
N 2.1084 -0.5157 -1.6889
H -0.0557 -0.2158 1.7061
H -0.1650 1.6373 -1.5472
```



[5]
Here is a cluster of 2 separate species, C4H8N2O2 in total from the Open Molecules 2025 dataset. Energies are from ωB97M-V/def2-TZVPD.

Values from the calculation:
net charge = 0

Geometry as XYZ:
```
16
C4H8N2O2 ωB97M-V/def2-TZVPD
O -1.6416 0.4611 -0.4263
C 1.7467 -0.4062 -0.0562
H -3.1579 -0.5968 0.5168
O 0.3942 -0.8095 0.2798
H -0.7149 0.5198 1.5489
C 0.3088 1.5691 -0.0630
H 2.5862 1.4734 -0.5351
H -1.2692 -1.9652 0.5613
H -0.2691 2.0881 -0.9533
N 2.6091 -1.2880 -0.3082
H 2.3394 -2.1531 -0.0562
C -2.1648 -1.0146 -0.1615
C -0.4708 0.2757 0.3466
H 0.5160 2.3135 0.6728
N 1.8659 1.0123 -0.0831
H -2.6780 -1.4797 -1.2832
```



[6]
Here is a structure of composition C4H8N2O2 from the Open Molecules 2025 dataset. Energies are from ωB97M-V/def2-TZVPD.

Values from the calculation:
net charge = 0

Geometry as XYZ:
```
16
C4H8N2O2 ωB97M-V/def2-TZVPD
H 2.1596 1.3873 1.0769
H 2.1663 -0.9038 -0.4819
N -2.7764 -0.1483 -0.3830
H 0.9151 0.2287 1.7080
C -1.7714 0.4636 -0.0387
H -1.1236 2.4658 0.1759
C -0.8652 1.4207 0.0506
H -3.0974 -0.9287 0.1782
O 1.5122 -1.2492 -1.1051
H -0.4345 -1.1288 -1.4577
N 1.3330 0.8122 0.9910
O -0.0524 -1.5702 0.5500
C 0.5314 0.9995 -0.1299
H 1.0814 1.5204 -0.9194
H 0.1789 -2.5015 0.4243
C 0.2430 -0.8678 -0.6393
```



[7]
Here is a structure of composition C4H8N2O2 from the Open Molecules 2025 dataset. Energies are from ωB97M-V/def2-TZVPD.

Values from the calculation:
net charge = 0

Geometry as XYZ:
```
16
C4H8N2O2 ωB97M-V/def2-TZVPD
H 0.2212 -0.8761 1.9814
H 1.9383 0.7311 3.3155
H 0.0727 1.4134 -0.0503
N 1.3875 -0.1961 0.0178
O 0.0095 0.2037 2.2581
H 3.0504 -0.1030 1.1850
C -2.2092 -0.5930 -1.6275
C 0.1153 0.2068 -0.2657
C -0.6801 -0.7148 -1.0574
N 1.4167 0.3753 2.2734
O -1.7185 0.5044 -2.9054
H -0.0011 -1.4609 -1.5070
H -2.8820 -0.2853 -0.4742
H -2.5312 -1.7290 -2.3195
H -1.2955 1.5366 -2.1525
C 2.0188 0.0767 1.1441
```



[8]
Here is an isolated molecule of C4H8N2O2 from the Open Molecules 2025 dataset. Energies are from ωB97M-V/def2-TZVPD.

Values from the calculation:
net charge = 0
SMILES = CN[C@@](N)(O)C=C=O

Geometry as XYZ:
```
16
C4H8N2O2 ωB97M-V/def2-TZVPD
N -1.7027 -1.2574 0.2339
C 0.2975 1.8523 -0.1382
H -0.0853 2.8152 0.1926
H 0.4238 -0.1657 -1.8233
C 0.6649 -1.1796 0.6413
H -0.9262 0.8866 1.2368
O -0.3320 -0.6896 -1.5380
C -0.5071 -0.5835 -0.1544
H 0.3884 1.8859 -1.2250
N -0.6291 0.8259 0.2714
O 2.9880 -0.4748 0.2552
H -2.5026 -0.8267 -0.2150
C 1.8563 -0.6975 0.4684
H 1.2883 1.7174 0.3181
H -1.6329 -2.2497 0.0446
H 0.4107 -1.8589 1.4316
```



[9]
Here is a cluster of 2 separate species, C4H8N2O2 in total from the Open Molecules 2025 dataset. Energies are from ωB97M-V/def2-TZVPD.

Values from the calculation:
net charge = 0
SMILES = CCC#N.O=CNO

Geometry as XYZ:
```
16
C4H8N2O2 ωB97M-V/def2-TZVPD
C -1.9321 -1.3851 0.4931
H -3.9148 -0.9071 0.1401
H 2.6739 1.8553 0.0815
H 3.3291 -0.5965 -0.0736
O -2.8123 0.4657 -0.7849
H 2.3948 -0.0720 -1.4811
N -2.9459 -0.6517 0.0348
C 0.6514 1.4361 -0.0232
H 2.0099 0.8799 1.4116
C 1.9844 1.0434 0.3307
N -0.4155 1.7251 -0.3175
C 2.3562 -0.2452 -0.4081
H 1.6089 -1.0082 -0.2064
H -2.3172 -2.2388 1.0829
H -1.9185 0.8611 -0.6227
O -0.7526 -1.1619 0.3428
```



[10]
Here is an isolated molecule of C4H8N2O2 from the Open Molecules 2025 dataset. Energies are from ωB97M-V/def2-TZVPD.

Values from the calculation:
net charge = 0
SMILES = OCC1=NNCCO1

Geometry as XYZ:
```
16
C4H8N2O2 ωB97M-V/def2-TZVPD
N -0.7540 1.6731 -0.1972
C 2.2722 -0.5692 -0.1390
H -2.0885 0.4046 -1.3585
H -1.2941 -1.0357 1.3460
H 2.2657 -1.2688 0.7075
H -2.1335 -1.6503 0.2440
O -0.2181 -1.2388 -0.3730
N 0.4781 0.9637 -0.2025
C -1.9014 0.5219 -0.2362
C -1.4530 -0.9039 0.2710
C 0.8181 -0.1775 -0.4223
H -0.8746 1.8386 0.9753
O 3.1140 0.6015 0.0307
H 2.4500 -1.3073 -1.0418
H 2.3106 1.2926 0.4142
H -2.9914 0.8555 -0.0181
```



[11]
Here is a cluster of 2 separate species, C4H8N2O2 in total from the Open Molecules 2025 dataset. Energies are from ωB97M-V/def2-TZVPD.

Values from the calculation:
net charge = 0
SMILES = NC(=O)O.C=CN=C

Geometry as XYZ:
```
16
C4H8N2O2 ωB97M-V/def2-TZVPD
C -1.5338 -0.0747 0.0548
C -2.3183 0.3500 -0.9423
H -3.3745 0.5342 -0.7877
H 0.5689 0.9413 -1.1725
H -0.8559 -2.5267 0.5731
C -0.0687 -1.9082 0.1144
N -0.2722 -0.6908 -0.2323
N 2.2912 0.3689 0.6274
O 0.9839 1.6630 -0.6611
H -1.9714 0.3657 -1.9695
H 0.9238 -2.3485 -0.0547
H -1.9800 -0.3063 1.0202
H 2.7539 0.1370 -0.2398
O 0.7977 1.8654 1.5789
H 2.8045 0.3799 1.4989
C 1.2510 1.2498 0.5921
```



[12]
Here is a structure of composition C4H8N2O2 from the Open Molecules 2025 dataset. Energies are from ωB97M-V/def2-TZVPD.

Values from the calculation:
net charge = 0

Geometry as XYZ:
```
16
C4H8N2O2 ωB97M-V/def2-TZVPD
C 0.0229 1.4048 -0.8618
H -0.0564 -2.0022 0.9209
H 2.5898 -0.0209 -0.9002
H -0.2471 2.3030 -0.3280
O -0.2202 0.3674 1.0964
C 0.6641 0.3137 -0.1300
H 2.2145 -1.0077 0.5256
C -1.1362 0.0359 0.1041
H -2.8501 0.3816 1.1330
H 0.2315 1.4996 -1.9191
N -0.2919 -0.8082 -0.6866
C 2.1003 -0.0228 0.0732
H -2.9274 -0.8995 -0.0591
H 2.5641 0.7348 0.7041
N -2.4473 -0.1161 0.3550
O -0.2106 -2.1633 -0.0275
```



Let's list energy above the lowest of the compared OMol25 structures with the same formula, charge and spin in order: 81.1; 51.6; 0.0; 8.9; 169.9; 103.5; 290.9; 60.5; 66.9; 141.9; 60.7; 144.4 kcal per mole.
Let's list F_max in order: 0.7; 7.5; 1.6; 1.7; 7.0; 4.1; 6.5; 2.4; 0.8; 6.9; 3.6; 2.1 eV/A.